[1]
The following is a quantum chemistry calculation of 11 unconnected molecules or ions with the total composition C50H82F24O25 in a non-equilibrium geometry, from the Open Molecules 2025 dataset.

Summary:
Relative energy (zero: lowest compared OMol25 entry of this formula, charge and spin) = 121.10 kcal/mol
F_max = 0.107 Eh/bohr
2S+1 = 1
Gap between HOMO and LUMO = 9.710 eV
LUMO = 0.00352 hartree
SMILES = CCOC(=O)C(F)(F)F.CCOC(=O)C(F)(F)F.CCOC(=O)C(F)(F)F.CCOC(=O)C(F)(F)F.CCOC(=O)C(F)(F)F.CCOC(=O)C(F)(F)F.CCOC(=O)C(F)(F)F.CCOC(=O)C(F)(F)F.COCCOCCOC.COCCOCCOC.COCCOCCOC
HOMO level = -9.614 eV

The geometry in XYZ format:
```
181
Properties=species:S:1:pos:R:3:mulliken_charge:R:1
C 0.3592 1.2524 -4.8887 -1.5250
C 0.1808 2.2992 -3.7517 0.9146
O 1.2454 3.2135 -3.8843 -0.2951
C 1.4399 4.1916 -2.9815 0.3342
O 0.5760 4.5582 -2.1135 -0.4453
C 2.8223 4.8543 -3.0131 0.8487
F 3.7255 4.1246 -3.5914 -0.2793
F 2.8315 6.0280 -3.5972 -0.2861
F 3.2417 5.0128 -1.7805 -0.2176
H 0.1317 1.7940 -5.8069 0.4174
H -0.2360 0.3488 -4.7570 0.3890
H 1.4023 0.9363 -4.8898 0.3293
H 0.1782 1.7538 -2.8079 -0.5347
H -0.7913 2.7726 -3.8895 0.3552
C -1.5016 7.8675 -2.8624 -0.8621
C -2.9818 8.1345 -2.9254 -0.3204
O -3.8039 7.3524 -2.0991 -0.0959
C -5.1700 7.4624 -2.2303 0.3494
O -5.6814 8.0945 -3.1905 -0.5506
C -6.0292 6.8202 -1.1043 0.8388
F -7.0800 7.5074 -0.8226 -0.2453
F -6.4371 5.6145 -1.4656 -0.2505
F -5.3042 6.7333 0.0497 -0.2237
H -1.2622 6.8050 -2.9068 0.1556
H -1.1451 8.2195 -1.8943 0.1263
H -0.9528 8.4898 -3.5692 0.4286
H -3.3181 7.9966 -3.9530 0.3619
H -3.1327 9.1894 -2.6962 0.3183
C -0.8012 7.1691 0.9140 -0.4001
C -0.9386 7.3922 2.4411 -0.6870
O -1.1573 6.1817 3.1510 -0.2643
C -2.3662 5.6956 3.3674 0.4041
O -3.4380 6.1919 2.9962 -0.5743
C -2.3904 4.4661 4.3304 0.9006
F -3.2764 4.7046 5.3626 -0.2805
F -2.7346 3.4169 3.6662 -0.1846
F -1.1718 4.1988 4.9181 -0.2596
H -1.8212 7.1045 0.5351 -0.0175
H -0.1254 6.3699 0.6097 0.1057
H -0.2773 8.0828 0.6333 0.4784
H -1.6713 8.1247 2.7797 0.3967
H -0.0130 7.8410 2.8014 0.4165
C 1.3147 3.1962 1.7375 -0.2306
C 1.5878 2.2513 2.8823 -0.6246
O 0.3861 1.6370 3.3332 -0.0789
C 0.3259 0.8582 4.4087 0.1433
O 1.2656 0.8203 5.1926 -0.5948
C -1.1122 0.3309 4.6780 1.0684
F -1.0972 -0.9535 5.1181 -0.2606
F -1.6049 1.0313 5.7269 -0.2389
F -1.8074 0.4476 3.5020 -0.2059
H 0.7146 4.0648 2.0086 0.2473
H 0.8723 2.7069 0.8697 -0.3094
H 2.2555 3.6304 1.3994 0.4348
H 2.0664 2.7006 3.7525 0.5540
H 2.2099 1.4902 2.4113 0.1284
C -3.1653 -3.6315 3.1979 -1.4106
C -3.0267 -2.7204 1.9853 1.5844
O -3.5883 -3.3715 0.8342 -0.1751
C -3.7822 -2.6223 -0.3474 0.6028
O -3.3607 -1.4575 -0.4378 -0.6004
C -4.3668 -3.4507 -1.5611 0.6411
F -5.4311 -2.8143 -2.0727 -0.2470
F -3.5325 -3.5690 -2.5612 -0.2399
F -4.6351 -4.6917 -1.1576 -0.1985
H -4.2269 -3.8157 3.3629 0.1749
H -2.7171 -3.1290 4.0551 0.2865
H -2.5015 -4.4631 2.9617 0.3510
H -1.9632 -2.5123 1.8679 -0.5103
H -3.5529 -1.7664 2.0176 -0.3915
C 0.3536 -3.9521 0.9029 -0.8551
C 0.7651 -5.4614 0.7044 -0.3402
O -0.3926 -6.2080 1.2231 -0.4010
C -1.3320 -6.6094 0.3575 0.5845
O -1.6102 -6.1090 -0.7711 -0.5534
C -2.2885 -7.6982 0.9681 0.7768
F -2.0079 -7.8495 2.2618 -0.2502
F -3.5759 -7.4636 0.7977 -0.1930
F -2.0771 -8.9487 0.4099 -0.2819
H -0.2276 -3.6641 0.0269 0.2773
H 1.2503 -3.3362 0.9702 0.5087
H -0.2600 -3.7409 1.7787 0.1278
H 1.6159 -5.7020 1.3419 0.4654
H 1.0058 -5.6595 -0.3400 0.1710
C 8.0219 2.3666 1.2053 -1.3938
C 6.6754 2.3570 0.3563 0.1520
O 6.5603 3.5463 -0.4188 -0.2492
C 7.1456 3.7327 -1.6171 0.3936
O 7.7022 2.8799 -2.2681 -0.5060
C 6.8975 5.1951 -2.2080 0.8829
F 8.0577 5.8112 -2.4291 -0.2717
F 6.2818 5.1390 -3.3531 -0.2489
F 6.1599 5.9275 -1.3842 -0.2506
H 8.1774 1.4156 1.7148 0.3262
H 7.9401 3.1539 1.9546 0.4281
H 8.8878 2.5115 0.5592 0.3441
H 5.8409 2.3369 1.0572 0.2195
H 6.5607 1.5592 -0.3775 0.1831
C 5.4980 -3.0314 0.9076 -1.4961
C 5.2814 -2.0712 -0.3229 0.9394
O 6.4278 -1.8989 -1.1098 -0.2912
C 7.5011 -1.2259 -0.5280 0.3486
O 7.5279 -0.7631 0.6584 -0.5329
C 8.5729 -0.7654 -1.5440 0.8112
F 8.1814 -0.9638 -2.7975 -0.2484
F 8.8519 0.5265 -1.4313 -0.1895
F 9.6655 -1.4819 -1.3010 -0.2661
H 5.9139 -3.9498 0.4932 0.4007
H 4.6229 -3.2840 1.5063 0.3498
H 6.2016 -2.6298 1.6368 0.3946
H 4.9458 -1.1141 0.0766 -0.1198
H 4.5606 -2.4794 -1.0313 -0.0330
C 3.6565 -8.3200 -4.5072 -0.4607
O 3.7766 -9.2047 -3.4293 -0.4053
C 4.3446 -8.6881 -2.2435 -0.6362
C 3.3746 -7.8221 -1.3649 -0.4883
O 2.7766 -6.7329 -1.9663 -0.3357
C 3.4774 -5.5566 -2.2924 -0.4008
C 2.6819 -4.4983 -3.0753 -0.6278
O 3.3358 -3.2317 -3.0681 -0.1833
C 2.7623 -2.3156 -4.0110 -0.7648
H 2.8203 -7.6636 -4.2659 0.1185
H 3.3942 -8.7982 -5.4509 0.3087
H 4.5713 -7.7614 -4.7048 0.2575
H 5.2224 -8.0573 -2.3838 0.3498
H 4.6895 -9.5661 -1.6974 0.3856
H 3.8665 -7.4446 -0.4684 0.4448
H 2.5865 -8.4949 -1.0267 0.2759
H 4.3043 -5.8579 -2.9355 0.4639
H 3.8781 -5.0938 -1.3905 0.1560
H 1.6675 -4.4287 -2.6826 0.4385
H 2.5701 -4.9068 -4.0796 0.3231
H 2.8221 -1.3139 -3.5855 0.0549
H 1.6966 -2.4236 -4.2129 0.4114
H 3.3713 -2.2817 -4.9144 0.3285
C 2.8984 1.5071 -0.9622 0.7974
O 2.8294 0.1469 -1.2994 -0.2646
C 2.1062 -0.7097 -0.4544 -0.6447
C 0.5326 -0.5721 -0.6212 0.0656
O 0.0914 0.7075 -0.1788 0.3487
C -1.2708 0.9933 -0.4020 0.0095
C -1.4563 2.4864 -0.1580 0.2670
O -2.8420 2.7959 -0.4147 -0.4451
C -3.1178 4.1995 -0.6701 -0.5125
H 1.9911 2.0849 -1.1384 -0.9859
H 3.6664 1.9332 -1.6077 0.2983
H 3.2585 1.6138 0.0610 0.0434
H 2.5314 -0.6251 0.5457 0.3902
H 2.2752 -1.7619 -0.6831 0.1604
H 0.0405 -1.3012 0.0225 -0.4265
H 0.2780 -0.8450 -1.6453 0.3162
H -1.7670 0.3578 0.3314 -0.7183
H -1.5953 0.8599 -1.4340 0.2416
H -0.7572 2.9652 -0.8437 0.1506
H -1.1586 2.9283 0.7928 0.1421
H -2.9543 4.7889 0.2321 0.1420
H -4.1970 4.2748 -0.8035 0.2092
H -2.6570 4.5664 -1.5872 0.2933
C -4.3836 1.2266 1.6776 0.0621
O -5.1912 0.4072 2.5612 -0.4140
C -6.2690 -0.1435 1.8430 -0.2536
C -7.2377 -1.0332 2.7130 -0.7281
O -6.5209 -2.0079 3.4659 -0.0466
C -7.2442 -2.8728 4.3220 -0.9049
C -7.9399 -3.9857 3.6277 -0.0572
O -8.3272 -4.8767 4.6434 -0.3246
C -9.0160 -5.9762 4.1791 -0.7715
H -3.4490 0.7172 1.4428 -0.4683
H -4.1344 2.1225 2.2462 0.1488
H -4.8711 1.6314 0.7907 0.4257
H -5.9682 -0.8331 1.0543 0.0333
H -6.8805 0.6157 1.3555 0.5840
H -7.8881 -1.5649 2.0185 0.3407
H -7.8473 -0.4352 3.3904 0.3693
H -7.7792 -2.4611 5.1777 0.3353
H -6.5196 -3.2955 5.0180 0.3225
H -7.1745 -4.4324 2.9930 0.1605
H -8.7157 -3.6523 2.9384 0.3326
H -10.0565 -5.8233 3.8925 0.2827
H -9.0682 -6.6974 4.9947 0.2790
H -8.4239 -6.5229 3.4452 0.3171
```


[2]
The following is a quantum chemistry calculation of a molecular structure, C22H35IrO4Se2Si2Te3 in a non-equilibrium geometry, from the Open Molecules 2025 dataset.

Summary:
Relative energy (zero: lowest compared OMol25 entry of this formula, charge and spin) = 37.22 kcal/mol
F_max = 0.025 Eh/bohr
2S+1 = 5
<S²> = 6.0204
Gap between HOMO and LUMO (spin up / spin down) = 6.575 / 5.149 eV
LUMO (spin up / spin down) = -0.02571 / -0.08922 hartree
HOMO level (spin up / spin down) = -7.274 / -7.577 eV

The geometry in XYZ format:
```
69
Properties=species:S:1:pos:R:3:mulliken_charge:R:1
Ir 1.7335 -1.0409 0.9467 1.6192
Se 1.8294 -0.5091 3.3905 -0.2537
Te 4.1722 0.0143 3.9339 0.0543
Te 5.3793 -0.0010 1.4793 -0.0637
Se 4.1028 -1.7626 0.3051 -0.3795
O 2.7556 1.3659 0.4263 -0.2507
C 1.7606 2.3975 0.4143 2.5745
C 0.3651 1.6755 0.3532 -0.2885
O -0.6663 2.2207 0.6978 -0.7350
O 0.4383 0.5059 -0.1432 -1.2576
C 1.9319 3.2751 1.6358 -0.5623
C 3.1454 3.2807 2.3112 0.1291
C 3.3377 4.0870 3.4179 -1.0177
C 2.3189 4.9131 3.8562 -0.4692
C 1.1144 4.9304 3.1757 -0.9898
C 0.9192 4.1235 2.0690 -0.1375
C 1.8923 3.2572 -0.8341 -0.3312
C 3.1066 3.3154 -1.5100 -0.1137
C 3.2307 4.0617 -2.6690 -1.0274
C 2.1485 4.7718 -3.1570 -0.4237
C 0.9456 4.7443 -2.4717 -0.9640
C 0.8153 3.9901 -1.3193 -0.1324
H 2.8340 1.0557 -0.4871 0.6195
H 3.9576 2.6672 1.9489 0.3937
H 4.2870 4.0711 3.9344 0.4410
H 2.4632 5.5420 4.7217 0.4098
H 0.3149 5.5764 3.5102 0.4124
H -0.0306 4.1464 1.5632 0.3252
H 3.9732 2.7920 -1.1292 0.5368
H 4.1758 4.0839 -3.1926 0.4081
H 2.2460 5.3506 -4.0632 0.4074
H 0.1033 5.3111 -2.8420 0.4212
H -0.1312 3.9576 -0.8053 0.2884
O 1.2693 -3.0442 -0.6309 -0.3776
H 1.4561 -3.8331 -0.1112 0.2447
H 1.8697 -3.0392 -1.3824 0.2283
C -2.5624 1.4603 -1.8486 -0.7576
Si -3.0286 -0.3747 -1.6922 0.1834
C -3.7636 -1.0224 -3.3381 -1.1009
C -4.3596 -0.6301 -0.3509 -1.1611
C -1.4962 -1.4515 -1.2900 -0.5266
Te -1.0716 -1.3468 0.7941 -0.0153
C -2.1318 -3.1889 1.2177 -0.8145
Si -1.4456 -4.8711 0.6422 0.4529
C 0.0823 -5.2441 1.7356 -1.1082
C -2.8463 -6.1337 0.9590 -1.1588
C -1.0505 -5.0761 -1.2197 -1.0413
H -3.4423 2.0802 -1.9902 0.4935
H -1.8967 1.6336 -2.6896 0.3239
H -2.0588 1.8060 -0.9509 0.0134
H -4.6660 -0.4731 -3.5872 0.3252
H -4.0318 -2.0728 -3.2741 0.3111
H -3.0740 -0.9077 -4.1682 0.3265
H -5.2336 -0.0157 -0.5388 0.4099
H -3.9723 -0.3658 0.6301 0.4029
H -4.6944 -1.6620 -0.3148 0.3110
H -0.6205 -1.0866 -1.8131 0.3985
H -1.6595 -2.4926 -1.5363 0.2035
H -3.1308 -3.0456 0.8171 0.2274
H -2.2288 -3.2177 2.3015 0.5921
H -0.2371 -5.6532 2.6904 0.3318
H 0.6497 -4.3395 1.9491 0.2890
H 0.7528 -5.9725 1.2872 0.3846
H -3.1655 -6.1431 1.9964 0.3440
H -2.5299 -7.1396 0.7015 0.3066
H -3.7166 -5.9025 0.3506 0.2968
H -0.3327 -4.3560 -1.5921 0.3311
H -1.9533 -4.9820 -1.8168 0.3195
H -0.6491 -6.0701 -1.4017 0.3673
```